# 1
87
Properties=species:S:1:pos:R:3:forces:R:3:lowdin_charge:R:1 method="wB97M-V/def2-TZVPD" lumo_ev=-3.5 total_charge=+1 orbital_gap_ev=7.05 e_above_lowest_kj_mol=0.0 homo_energy_ev=-10.6
C -1.819 1.966 5.219 0.15 -0.13 -0.14 0.0298
C -2.583 1.076 4.281 -0.30 0.07 -0.02 -0.5278
O -3.769 0.945 4.280 -0.03 0.13 -0.10 0.1386
O -1.794 0.351 3.410 0.39 0.11 0.23 -0.0471
C -1.694 0.884 2.095 -0.11 -0.19 0.09 -0.1970
C -0.641 0.092 1.351 -0.04 0.09 -0.43 -0.1623
C -0.503 0.646 -0.069 0.28 -0.15 0.16 -0.2095
C 0.704 0.106 -0.846 -0.31 0.12 -0.10 -0.2188
C 0.632 0.525 -2.338 -0.13 0.01 0.11 -0.2768
P 1.793 1.824 -2.780 0.08 0.36 0.29 0.7865
C 1.519 3.276 -1.743 0.00 0.32 -0.02 -0.2746
C 1.937 4.607 -2.413 0.09 -0.14 0.04 -0.2248
C 3.358 5.060 -2.043 0.11 0.01 -0.34 -0.2075
C 3.580 6.578 -2.016 0.12 -0.10 0.21 -0.2011
C 2.478 7.399 -1.355 0.02 -0.04 -0.11 -0.3142
N 2.921 8.781 -1.185 -0.20 0.05 0.17 -0.0043
N 1.758 2.094 -4.364 0.09 -1.03 -0.07 -0.0666
C 0.891 1.981 -5.300 -0.09 0.50 0.04 -0.3891
C 1.255 1.284 -6.567 0.13 0.03 -0.01 -0.0056
C -0.458 2.620 -5.225 -0.04 -0.10 0.02 -0.0074
P 3.862 1.128 -2.384 0.16 0.32 -0.23 0.6283
O 4.854 2.094 -2.887 -0.05 -0.05 0.03 -0.4339
H -1.068 2.538 4.673 -0.02 0.01 -0.01 0.0851
H -1.281 1.341 5.933 -0.04 0.01 0.02 0.0984
H -2.503 2.630 5.736 0.00 -0.04 0.05 0.0927
H -1.427 1.948 2.137 0.02 -0.02 0.02 0.1323
H -2.660 0.790 1.588 -0.02 0.08 0.02 0.1393
H -0.960 -0.951 1.306 0.11 -0.05 0.09 0.1131
H 0.317 0.137 1.873 -0.05 0.01 0.09 0.1302
H -1.411 0.418 -0.634 -0.04 0.16 0.02 0.1249
H -0.390 1.734 0.010 -0.21 0.02 -0.18 0.1043
H 1.608 0.489 -0.366 0.09 -0.20 -0.01 0.0873
H 0.733 -0.984 -0.810 0.08 0.01 0.16 0.1123
H 0.788 -0.313 -3.020 0.09 -0.01 0.03 0.0977
H -0.363 0.927 -2.558 0.03 -0.02 -0.08 0.0944
H 2.060 3.158 -0.799 -0.04 -0.14 0.00 0.0966
H 0.454 3.283 -1.493 -0.02 -0.06 -0.10 0.0889
H 1.192 5.349 -2.131 0.04 0.00 0.04 0.0962
H 1.877 4.493 -3.499 -0.15 0.16 0.00 0.0981
H 4.043 4.642 -2.783 0.09 -0.11 0.14 0.0999
H 3.667 4.619 -1.090 -0.19 0.10 0.10 0.1089
H 3.782 6.966 -3.015 -0.15 0.03 -0.03 0.1154
H 4.498 6.756 -1.448 0.05 0.02 -0.07 0.1138
H 1.589 7.416 -1.990 0.01 0.01 -0.02 0.1036
H 2.177 6.911 -0.415 0.01 0.05 0.02 0.1141
H 3.391 8.908 -0.297 0.13 -0.05 -0.09 0.0706
H 2.131 9.413 -1.174 0.02 -0.01 -0.03 0.0652
H 0.373 0.894 -7.070 0.01 0.06 -0.06 0.0922
H 1.960 0.483 -6.357 0.02 0.02 -0.02 0.0922
H 1.757 1.989 -7.235 -0.06 0.03 -0.03 0.1113
H -0.464 3.454 -5.934 -0.02 -0.02 -0.02 0.1130
H -1.238 1.930 -5.549 -0.02 0.02 0.01 0.0992
H -0.675 3.015 -4.234 0.00 -0.01 0.01 0.0795
H 3.845 0.893 -0.997 -0.01 -0.13 0.02 -0.0003
H 3.838 -0.152 -2.969 -0.04 -0.08 0.08 0.0054
C -3.109 -2.278 5.188 0.08 -0.05 0.13 -0.1059
O -4.005 -3.317 5.536 0.05 -0.03 -0.09 -0.1795
C -4.831 -3.712 4.456 -0.03 0.00 0.05 -0.2017
C -4.323 -4.976 3.797 -0.07 -0.03 -0.07 -0.1947
O -3.058 -4.780 3.179 0.01 0.01 0.04 -0.2066
C -1.980 -5.266 3.956 0.05 0.04 0.10 -0.1108
H -2.380 -2.198 5.995 -0.02 0.01 0.01 0.0954
H -2.581 -2.499 4.256 0.00 0.04 0.00 0.0811
H -3.636 -1.327 5.089 -0.04 -0.02 -0.05 0.0710
H -4.899 -2.908 3.715 -0.02 0.00 0.01 0.1278
H -5.835 -3.895 4.850 0.00 -0.01 -0.01 0.1282
H -5.030 -5.282 3.020 0.01 0.00 0.00 0.1269
H -4.262 -5.780 4.537 -0.01 0.00 -0.01 0.1286
H -1.953 -6.361 3.950 -0.01 -0.01 0.00 0.0982
H -2.039 -4.917 4.989 -0.01 0.00 -0.01 0.0896
H -1.062 -4.891 3.507 -0.06 -0.01 0.11 0.0684
C 0.408 -7.295 0.340 -0.04 0.00 0.00 -0.1016
O -0.679 -6.431 0.062 0.10 -0.02 -0.09 -0.1788
C -0.694 -5.253 0.844 -0.16 -0.01 -0.09 -0.2081
C -0.191 -4.062 0.060 0.16 0.12 0.07 -0.1983
O 1.186 -4.174 -0.278 0.01 0.05 -0.09 -0.1955
C 1.411 -4.594 -1.609 0.01 -0.06 0.03 -0.1139
H 0.425 -8.052 -0.442 -0.01 -0.02 0.01 0.0911
H 1.361 -6.758 0.342 0.01 -0.01 -0.01 0.0843
H 0.277 -7.791 1.307 0.02 0.02 0.02 0.0907
H -0.094 -5.379 1.752 0.04 -0.02 -0.12 0.1147
H -1.730 -5.063 1.146 0.07 0.00 0.03 0.1188
H -0.285 -3.161 0.676 -0.11 -0.03 0.03 0.1077
H -0.794 -3.930 -0.846 -0.03 -0.01 0.01 0.1280
H 1.171 -3.793 -2.322 -0.03 -0.01 0.00 0.0762
H 0.818 -5.475 -1.861 0.01 0.00 -0.01 0.0875
H 2.469 -4.837 -1.698 0.00 0.02 -0.01 0.0909

# 2
10
Properties=species:S:1:pos:R:3:forces:R:3:nbo_charge:R:1 method="wB97M-V/def2-TZVPD" lumo_ev=0.5 total_charge=0 orbital_gap_ev=10.60 e_above_lowest_kj_mol=151.0 homo_energy_ev=-10.1 smiles="CN=C=NC=O"
C 0.100 -0.590 -1.975 0.10 0.05 -0.25 -0.4109
N -0.090 -0.810 -0.559 0.26 0.26 0.54 -0.4421
C 0.266 -0.165 0.381 -0.07 -0.21 -0.44 0.7448
N 0.697 0.436 1.383 -0.10 -0.42 -0.12 -0.6297
C -0.262 0.826 2.320 -0.52 -0.06 0.20 0.5281
O -1.451 0.644 2.205 0.49 0.25 0.23 -0.5543
H -0.620 -1.154 -2.580 0.22 0.14 0.36 0.2189
H 0.034 0.476 -2.199 -0.09 -0.10 -0.13 0.2042
H 1.115 -0.927 -2.183 -0.12 -0.04 -0.36 0.2137
H 0.210 1.265 3.208 -0.17 0.13 -0.03 0.1273

# 3
12
Properties=species:S:1:pos:R:3:forces:R:3:nbo_charge:R:1 method="wB97M-V/def2-TZVPD" lumo_ev=0.6 total_charge=0 orbital_gap_ev=10.13 e_above_lowest_kj_mol=318.9 homo_energy_ev=-9.5
C 0.926 0.154 1.108 0.52 4.62 0.83 -0.6371
C -0.026 -0.434 -0.035 1.44 -0.37 3.14 -0.3564
C -1.405 0.177 -0.289 1.23 3.21 0.94 -0.4752
C 0.436 -0.197 -1.456 3.64 -4.36 2.99 0.2968
H 1.391 1.231 0.501 -0.65 -3.30 2.16 0.2099
H 1.841 -0.546 1.660 -2.97 2.10 -2.08 0.2628
H 0.243 0.801 2.029 1.97 -2.48 -2.62 0.2212
H -0.027 -1.494 0.297 -0.51 0.29 -1.07 0.2369
H -1.776 1.060 0.353 1.03 -1.09 -1.17 0.2244
H -2.123 -0.538 -0.215 -2.22 -2.00 -0.29 0.2129
O 1.378 -0.763 -1.926 1.19 0.50 -1.28 -0.5366
S -0.858 0.548 -2.026 -4.68 2.89 -1.54 0.3404

# 4
43
Properties=species:S:1:pos:R:3:forces:R:3:lowdin_spin:R:1 method="wB97M-V/def2-TZVPD" lumo_ev="-3.3 / -6.2" total_charge=+1 orbital_gap_ev="7.51 / 6.21" multiplicity=3 e_above_lowest_kj_mol=0.0 homo_energy_ev="-10.8 / -12.4"
Au 2.420 -0.548 0.200 -0.31 0.47 -0.03 0.5422
O 2.455 -0.824 -3.874 0.34 -0.24 0.43 0.0069
C 2.319 -0.384 -2.762 -1.14 1.01 -0.77 0.0107
O 2.958 -0.781 -1.701 0.44 -0.42 0.55 0.1196
C 1.311 0.804 -2.585 0.36 -0.61 0.20 0.0028
P 0.150 0.668 -1.208 -0.63 0.12 -0.97 0.0066
C -0.390 -1.036 -0.996 -0.05 0.25 0.05 0.0024
C -1.028 -1.300 0.221 0.02 -0.02 -0.06 0.0016
C -1.448 -2.585 0.515 0.00 0.03 0.00 -0.0001
C -1.229 -3.606 -0.403 0.00 0.01 0.01 0.0008
C -0.615 -3.340 -1.619 -0.03 -0.09 -0.03 -0.0002
C -0.200 -2.053 -1.929 0.01 0.08 -0.02 0.0012
C -1.289 1.693 -1.547 0.34 -0.26 0.29 0.0071
C -1.461 2.866 -0.818 -0.04 -0.01 -0.10 0.0016
C -2.606 3.624 -1.013 0.06 0.03 0.05 0.0001
C -3.565 3.208 -1.925 0.00 0.03 0.03 -0.0001
C -3.384 2.039 -2.654 0.02 -0.08 -0.08 0.0005
C -2.245 1.274 -2.468 -0.02 0.09 0.00 0.0010
H 0.787 0.936 -3.529 -0.05 0.00 -0.01 0.0003
H 1.893 1.707 -2.377 -0.09 0.07 -0.01 0.0000
H -1.193 -0.489 0.922 -0.02 -0.06 0.05 0.0002
H -1.955 -2.789 1.449 0.02 -0.01 0.01 0.0000
H -1.548 -4.613 -0.170 -0.01 0.00 -0.02 0.0001
H -0.460 -4.138 -2.332 0.00 0.01 0.00 0.0000
H 0.269 -1.856 -2.886 0.02 -0.03 0.03 0.0001
H -0.702 3.178 -0.112 -0.03 0.02 0.05 0.0010
H -2.745 4.534 -0.445 -0.04 0.01 -0.04 0.0000
H -4.460 3.798 -2.069 0.00 -0.01 -0.01 0.0000
H -4.135 1.718 -3.363 0.00 0.03 0.00 0.0001
H -2.103 0.360 -3.033 -0.05 -0.03 0.03 0.0000
Br 2.713 -3.137 1.873 0.02 0.17 -0.07 0.0529
C 2.314 -1.619 2.923 0.01 -0.06 -0.13 0.0401
C 2.321 -1.716 4.289 0.00 -0.06 0.04 0.1530
C 2.041 -0.554 5.034 0.01 -0.02 0.02 0.0543
C 1.728 0.601 4.391 -0.05 0.09 -0.05 0.1124
C 1.707 0.631 2.956 0.20 -0.51 -0.01 0.1067
N 2.054 -0.504 2.224 -0.05 0.35 0.25 0.2203
C 1.325 1.850 2.472 0.04 -0.01 0.36 0.1916
O 1.055 2.964 2.454 -0.04 -0.09 -0.54 0.1560
O 0.823 1.150 0.078 0.75 -0.28 0.56 0.1950
H 2.551 -2.653 4.771 -0.01 -0.02 -0.04 0.0076
H 2.074 -0.587 6.114 -0.03 0.03 0.00 -0.0003
H 1.491 1.506 4.932 0.01 0.00 0.01 0.0039

# 5
15
Properties=species:S:1:pos:R:3:forces:R:3:nbo_charge:R:1 method="wB97M-V/def2-TZVPD" lumo_ev=0.8 total_charge=0 orbital_gap_ev=9.00 e_above_lowest_kj_mol=366.3 homo_energy_ev=-8.2 smiles="ClC1=CSC[C@H]2C[C@H]12"
Cl 2.630 -0.292 -0.048 0.55 -0.48 -0.45 0.0079
C 0.905 -0.270 0.015 1.18 -4.33 -1.15 -0.1014
C 0.084 -1.334 -0.150 0.25 -1.22 -0.61 -0.3614
S -1.664 -1.313 0.130 -0.60 0.92 -0.67 0.1713
C -2.289 0.565 -0.163 7.04 -0.53 6.19 -0.4141
C -0.979 1.232 -0.515 2.31 -2.13 -1.93 -0.2028
C -0.113 2.263 0.023 1.45 1.42 3.61 -0.3880
C 0.321 0.834 0.513 -5.85 5.66 1.21 -0.2913
H 0.320 -2.395 -0.443 0.36 1.38 0.34 0.2492
H -2.346 0.819 0.951 -1.23 -0.07 -1.64 0.2211
H -3.056 0.721 -0.751 -3.90 0.24 -2.89 0.2117
H -0.493 0.765 -1.407 -1.11 0.88 0.09 0.2148
H 0.758 2.898 -0.389 -2.18 -0.91 -0.19 0.2552
H -0.609 2.746 0.995 1.34 -0.56 -2.28 0.2178
H -0.219 0.674 1.443 0.39 -0.26 0.36 0.2101

no.,DFT total energy (a.u.)
1,-2226.7155
2,-301.4297
3,-629.3257
4,-4177.6386
5,-1091.0393